Here is 9 unconnected molecules or ions with the total composition C26H73N3O9 at a distorted geometry from the OMol25 dataset. Energies are from wB97M-V/def2-TZVPD.

F_max, eV/Å: 2.5
SMILES: COC[C@H](C)N.COC[C@H](C)N.COC[C@H](C)N.CC(C)O.CC(C)O.CC(C)O.CC(C)O.CO.CO
Energy above the lowest of the compared OMol25 structures with the same formula, charge and spin, kJ/mol: 0.0
Net charge: 0

The geometry in XYZ format:
```
111
Properties=species:S:1:pos:R:3:forces:R:3
C -19.265 -13.461 7.960 -1.2 -0.1 0.4
C -18.313 -13.767 6.828 -0.5 -0.4 -0.6
C -18.739 -13.224 5.439 -0.9 -0.4 0.5
O -17.013 -13.395 7.108 1.8 -0.7 0.3
H -19.432 -12.390 8.147 0.2 -0.1 -0.2
H -18.953 -13.930 8.915 0.1 0.2 -0.6
H -20.253 -13.906 7.711 0.4 0.3 0.1
H -18.282 -14.875 6.809 0.0 0.4 -0.4
H -18.087 -13.535 4.620 0.2 -0.1 0.3
H -18.797 -12.129 5.427 0.0 -0.1 0.2
H -19.743 -13.629 5.215 0.3 0.3 0.0
H -16.895 -12.467 7.320 -0.6 0.8 -0.1
C -10.813 -6.442 10.599 -0.6 -0.6 -0.9
C -12.302 -6.499 10.296 -0.8 -1.2 2.0
C -12.965 -7.921 10.444 1.1 0.4 -0.8
O -12.912 -5.681 11.322 -0.7 0.2 -1.2
H -10.306 -7.232 10.071 0.3 -0.3 -0.5
H -10.610 -6.630 11.644 -0.1 0.4 0.3
H -10.436 -5.500 10.224 0.3 0.3 0.4
H -12.549 -6.109 9.316 0.1 0.2 -0.3
H -12.599 -8.613 9.668 -0.1 0.2 0.1
H -14.047 -7.852 10.335 0.0 0.1 0.1
H -12.713 -8.373 11.402 -0.1 0.2 0.2
H -13.830 -5.588 10.991 0.4 0.2 0.6
C -17.414 -7.531 5.638 -0.3 -0.2 0.4
C -18.540 -7.369 6.652 0.4 1.5 0.7
C -19.945 -7.410 6.068 -0.2 -0.9 0.3
O -18.394 -8.390 7.623 0.1 -0.1 0.1
H -16.401 -7.396 6.045 -0.4 -0.1 0.3
H -17.544 -6.757 4.895 0.0 -0.1 -0.6
H -17.494 -8.553 5.259 0.1 0.2 -0.5
H -18.389 -6.368 7.153 -0.2 -0.7 -0.3
H -20.715 -7.273 6.845 0.4 0.2 -0.1
H -20.111 -8.441 5.713 0.0 0.4 -0.3
H -20.108 -6.683 5.282 0.0 0.0 -0.2
H -18.923 -8.186 8.414 -0.1 0.0 0.1
C -21.349 -9.632 9.314 0.1 0.0 0.2
C -20.406 -9.185 10.441 -1.1 -0.5 0.7
C -19.386 -10.265 10.777 0.0 -0.1 -0.8
O -19.836 -7.969 9.952 0.4 0.4 0.6
H -21.828 -10.604 9.508 0.4 0.2 0.0
H -20.707 -9.679 8.429 -0.3 -0.3 -0.2
H -22.162 -8.917 9.107 0.5 -0.1 0.3
H -20.984 -9.011 11.376 0.2 0.3 -0.6
H -18.823 -10.480 9.858 0.2 -0.1 0.3
H -19.955 -11.159 11.031 0.1 -0.1 0.0
H -18.694 -10.075 11.607 -0.2 0.3 -0.2
H -19.394 -7.514 10.686 -0.1 -0.1 -0.3
C -14.973 -14.642 3.980 -1.3 -0.6 -1.6
C -14.097 -13.732 4.723 1.9 -0.3 1.4
C -14.528 -12.313 4.535 0.9 -0.3 1.9
O -13.750 -11.439 5.364 -0.2 0.7 -0.4
C -14.123 -10.084 5.084 -0.8 -0.7 0.2
N -14.064 -14.166 6.132 -1.1 -0.5 -0.4
H -14.621 -15.671 3.950 0.0 0.1 0.2
H -15.097 -14.299 2.954 0.4 -0.1 -0.4
H -16.009 -14.611 4.305 -0.1 -0.2 0.7
H -13.081 -13.867 4.323 0.0 0.2 0.1
H -15.548 -12.283 4.881 -0.8 0.5 -0.4
H -14.310 -12.059 3.540 -0.5 0.6 -1.7
H -15.210 -9.999 5.129 -0.3 -0.1 -0.2
H -13.808 -9.723 4.098 0.3 -0.1 0.2
H -13.815 -9.463 5.903 0.8 0.4 0.2
H -13.677 -13.466 6.734 0.4 0.5 0.1
H -15.052 -14.248 6.411 0.5 0.0 0.2
C -10.400 -11.320 9.547 -0.2 -0.5 0.4
C -11.532 -11.754 8.652 -0.6 0.0 -0.8
C -12.847 -12.123 9.382 1.6 0.5 -0.6
O -12.629 -13.110 10.323 0.2 -0.3 1.1
C -12.437 -14.427 9.874 -0.2 0.4 -0.2
N -11.842 -10.667 7.701 -0.3 -0.1 1.1
H -9.461 -11.348 9.002 0.1 0.6 -0.2
H -10.236 -12.039 10.346 -0.3 -0.1 0.2
H -10.636 -10.357 10.001 0.3 0.1 -0.1
H -11.240 -12.676 8.115 0.1 0.2 0.1
H -13.544 -12.424 8.597 -0.4 -0.1 0.1
H -13.205 -11.270 9.943 -0.3 0.4 -0.1
H -12.370 -15.014 10.769 -0.5 -0.6 0.4
H -11.506 -14.635 9.364 0.4 0.4 -0.5
H -13.267 -14.662 9.209 -0.1 -0.6 0.0
H -11.030 -10.359 7.216 0.8 0.2 -0.3
H -12.499 -10.950 7.002 -0.4 -0.4 -0.4
C -14.905 -17.146 9.632 1.0 0.5 -0.2
C -16.160 -16.467 10.107 -0.9 0.6 -0.2
C -15.952 -14.931 10.410 -0.9 -0.8 0.1
O -17.201 -14.358 10.894 1.1 -0.4 -0.8
C -17.038 -12.961 10.854 -0.4 0.1 -0.6
N -17.304 -16.790 9.200 0.6 0.0 1.0
H -15.052 -18.205 9.399 -0.1 0.2 0.3
H -14.213 -17.006 10.472 0.3 -0.4 -0.3
H -14.428 -16.696 8.747 -0.3 0.1 0.1
H -16.323 -16.961 11.079 -0.6 0.3 -0.3
H -15.637 -14.340 9.547 -0.1 -0.3 -0.5
H -15.167 -14.753 11.161 -0.1 -0.3 0.1
H -17.007 -12.526 9.836 0.2 -0.6 0.0
H -16.121 -12.702 11.362 0.2 0.5 0.4
H -17.917 -12.510 11.275 -0.2 0.2 0.7
H -17.206 -16.386 8.278 0.2 0.2 0.0
H -18.182 -16.480 9.596 0.1 0.2 0.0
C -16.458 -6.644 9.715 0.0 -0.5 -0.8
O -15.696 -5.560 10.171 -0.1 1.7 -0.7
H -15.907 -7.183 8.943 0.0 -0.3 0.0
H -16.599 -7.287 10.565 -0.4 -0.4 0.2
H -17.401 -6.345 9.238 0.0 0.0 0.5
H -15.838 -4.849 9.510 0.4 -0.5 0.8
C -15.726 -10.391 8.379 -0.8 0.3 0.5
O -16.885 -10.637 7.592 0.5 -0.5 -0.6
H -14.937 -9.733 7.985 -0.4 -0.1 -0.4
H -16.047 -9.994 9.354 0.3 -0.1 0.0
H -15.323 -11.378 8.515 0.5 -0.2 0.3
H -17.461 -9.875 7.463 0.0 0.6 0.3
```
Positions in Å, forces in eV/Å.


Here is 11 unconnected molecules or ions with the total composition C26H74O13 at a distorted geometry from the OMol25 dataset. Energies are from wB97M-V/def2-TZVPD.

F_max, eV/Å: 3.0
SMILES: CC(C)O.CC(C)O.CC(C)O.CC(C)O.OCCO.OCCO.CCO.CCO.CCO.CCO.CCO
DFT total energy, eV: -54775.9669
Net charge: 0

The geometry in XYZ format:
```
113
Properties=species:S:1:pos:R:3:forces:R:3
C 13.384 5.631 11.507 -0.5 1.3 -2.2
C 13.199 7.162 11.303 -0.2 -0.7 2.4
O 12.006 7.554 12.072 1.4 -0.2 -0.7
H 12.699 5.116 10.800 0.4 0.1 0.6
H 13.245 5.257 12.488 -0.3 0.1 1.1
H 14.396 5.427 11.212 0.5 -0.4 -0.2
H 13.119 7.443 10.286 -0.5 0.0 -1.2
H 14.068 7.737 11.653 -0.2 -0.3 0.4
H 11.829 8.473 11.870 -0.3 0.3 -0.2
C 12.521 11.543 5.878 0.8 -0.5 -0.2
C 11.795 12.468 6.836 -0.4 -0.3 -1.4
O 10.414 12.005 6.958 0.8 2.3 1.0
H 12.388 10.551 6.269 -0.5 -0.8 -0.1
H 13.614 11.643 6.033 -0.4 0.5 -0.6
H 12.247 11.543 4.781 0.2 0.3 1.4
H 11.883 13.487 6.413 -0.5 -0.1 0.5
H 12.344 12.440 7.781 -0.3 0.0 0.3
H 10.004 12.779 7.457 0.4 -1.4 -0.8
C 8.303 15.395 13.885 0.1 -1.3 1.5
C 9.817 15.558 13.966 -0.3 1.7 0.9
O 10.495 15.486 12.729 0.0 -0.3 -0.4
H 7.924 15.703 14.892 0.1 -0.4 -0.7
H 8.080 14.323 13.732 -0.3 0.6 0.0
H 7.801 16.015 13.163 0.1 0.3 -0.5
H 10.238 14.794 14.735 -0.5 1.6 -1.1
H 9.881 16.696 14.271 0.8 -2.3 0.0
H 10.180 14.705 12.214 0.0 0.2 0.5
C 15.333 12.875 10.166 -0.4 0.5 -1.8
C 14.306 13.752 10.796 -1.3 -1.5 0.4
O 14.604 13.893 12.195 -0.7 2.3 -0.9
H 15.417 11.979 10.759 0.3 -0.4 -0.1
H 16.275 13.399 9.978 0.1 -0.2 0.5
H 14.942 12.681 9.139 0.3 -0.5 0.6
H 13.292 13.246 10.730 1.0 0.3 -0.1
H 14.154 14.672 10.251 0.4 0.7 0.2
H 14.192 14.789 12.351 0.4 -0.9 0.9
C 11.466 15.672 9.321 1.8 -0.1 -1.5
C 10.012 15.569 9.162 -0.9 -1.6 -0.9
O 9.674 14.433 8.251 0.4 1.0 0.9
H 11.730 16.577 9.799 0.1 1.1 0.9
H 12.130 15.671 8.422 -1.0 -0.1 0.1
H 11.837 14.888 9.929 0.3 -0.9 0.7
H 9.551 16.447 8.749 -0.1 0.5 -0.1
H 9.636 15.358 10.161 -0.6 0.0 -0.1
H 8.759 14.536 7.980 -0.1 0.1 0.1
C 9.541 5.340 13.121 1.2 -0.3 -0.7
C 9.652 5.889 14.527 -0.9 -2.4 -0.7
O 10.897 6.466 14.676 0.6 -2.0 1.6
O 9.623 6.409 12.182 -0.6 -0.2 0.0
H 8.713 4.639 12.930 -0.1 0.7 0.1
H 10.465 4.767 12.923 -0.3 -0.3 0.5
H 9.487 5.043 15.205 0.7 0.0 0.2
H 8.793 6.472 14.737 -0.7 1.5 0.2
H 10.851 7.337 14.399 0.1 2.6 -1.0
H 10.582 6.592 12.112 -0.4 0.4 -0.2
C 9.486 11.896 11.582 -2.7 -0.5 1.2
C 10.666 11.765 10.694 0.9 1.4 -2.0
O 11.307 10.534 10.756 0.4 -1.4 0.2
O 9.117 13.292 11.697 -0.3 -0.6 -0.2
H 9.645 11.392 12.598 0.2 1.0 -1.0
H 8.533 11.377 11.235 1.4 0.2 -0.1
H 11.400 12.559 10.961 -0.5 -0.2 0.0
H 10.424 11.965 9.580 0.1 -0.4 1.8
H 11.813 10.443 11.579 0.0 0.7 -0.1
H 8.147 13.358 11.436 1.2 0.0 0.4
C 14.073 18.318 13.951 -0.4 -1.2 -0.4
C 13.571 17.628 12.674 -0.1 2.4 -1.1
C 14.503 17.675 11.480 -0.8 0.0 -0.6
O 13.210 16.316 12.812 -1.5 -1.8 0.9
H 13.219 18.307 14.638 0.5 -0.1 0.3
H 14.247 19.328 13.672 0.4 1.0 0.0
H 14.997 17.872 14.372 -0.7 0.1 -0.2
H 12.659 18.204 12.335 0.7 -0.3 0.5
H 13.957 17.204 10.654 0.3 -0.5 0.2
H 15.439 17.176 11.650 0.5 -0.2 0.1
H 14.638 18.652 11.062 0.5 0.9 0.3
H 12.224 16.271 12.861 0.8 -0.7 0.0
C 14.549 9.597 14.138 -0.7 -0.7 -1.2
C 14.464 11.112 14.097 0.2 -0.9 -2.2
C 15.882 11.649 14.175 -0.6 0.4 0.3
O 13.775 11.436 12.848 0.3 -0.6 0.3
H 15.406 9.262 13.520 -0.4 0.1 0.3
H 13.627 9.136 13.642 1.1 0.5 1.1
H 14.710 9.265 15.163 -0.2 -0.3 -0.1
H 13.823 11.428 14.867 -0.6 0.7 1.3
H 16.476 11.199 13.387 0.2 -0.3 0.1
H 16.270 11.454 15.184 0.2 -0.1 -0.4
H 15.915 12.709 14.002 0.0 0.6 0.1
H 13.918 12.366 12.597 0.2 0.0 0.6
C 5.484 11.824 10.061 0.0 -0.2 -2.1
C 5.462 12.628 11.294 -1.4 0.1 2.2
C 5.617 11.884 12.632 -0.5 -0.4 -0.3
O 6.520 13.576 11.212 -0.1 0.9 -0.6
H 6.507 11.482 9.827 -0.4 0.0 0.1
H 5.150 12.499 9.220 0.4 -0.8 0.7
H 4.805 10.956 10.057 0.3 0.3 0.3
H 4.431 13.083 11.360 1.1 0.3 -0.2
H 6.602 11.383 12.672 -0.6 0.0 0.1
H 4.778 11.139 12.663 0.9 0.5 0.4
H 5.530 12.596 13.489 0.0 -0.5 -0.7
H 6.292 14.399 11.654 -0.1 -0.1 0.1
C 6.295 8.058 9.361 -0.1 2.2 -1.1
C 7.617 8.085 10.088 -0.1 -0.4 0.2
C 8.777 8.778 9.370 -1.5 2.2 -0.5
O 7.263 8.676 11.387 1.3 -0.7 -0.3
H 6.366 7.635 8.354 0.1 -0.1 0.2
H 5.962 9.135 9.213 0.2 -1.2 0.1
H 5.534 7.561 9.943 -0.1 -0.3 0.2
H 7.921 7.050 10.148 0.1 -0.5 0.9
H 9.737 8.681 9.838 0.3 -0.1 0.6
H 8.498 9.892 9.326 0.7 -1.3 -0.1
H 8.915 8.450 8.328 -0.4 -0.1 0.3
H 7.876 8.314 12.064 -0.3 0.2 -0.7
```
Positions in Å, forces in eV/Å.


F_max of number 2 (C26H74O13)?
3.0 eV/Å